33
Properties=species:S:1:pos:R:3:forces:R:3 method="wB97M-V/def2-TZVPD" total_charge=+2 homo_ev="-17.866 / -17.234" e_tot_ev=-46030.4481 multiplicity=2 largest_force_ev_per_a=0.19 lumo_energy_ev="-8.76 / -8.21"
Cr 0.2695 0.1019 0.0941 0.0 0.1 0.0
N -0.8221 -1.6340 0.4861 0.0 0.0 0.0
C -2.2537 -1.2291 0.5410 -0.1 0.1 0.0
C -2.3817 0.0374 1.3765 0.0 -0.1 0.0
N -1.3459 1.0729 1.0460 -0.2 -0.1 0.1
C -0.8701 1.7275 2.3009 0.1 0.0 0.1
C 0.1052 0.8045 3.0002 -0.1 0.0 0.0
N 1.1178 0.4069 1.9854 0.0 0.0 0.0
C -1.8771 2.1086 0.1157 0.0 0.0 -0.2
C -2.0653 1.5037 -1.2590 0.0 0.0 0.1
N -0.8035 0.7784 -1.5950 0.0 0.0 0.0
H -0.5659 -2.0910 1.3608 0.0 0.0 0.0
H -0.7032 -2.3607 -0.2201 0.0 0.0 0.0
H -2.5944 -1.0835 -0.4811 0.0 0.0 0.0
H -2.8757 -2.0116 0.9765 0.0 0.0 0.0
H -3.3836 0.4574 1.2676 0.0 0.0 0.0
H -2.2694 -0.2282 2.4269 0.0 0.0 0.0
H -0.3561 2.6496 2.0248 0.0 0.0 0.0
H -1.7095 1.9932 2.9465 0.0 0.0 0.0
H 0.5648 1.3018 3.8535 0.0 0.0 0.0
H -0.3818 -0.0958 3.3737 0.0 0.0 0.0
H 1.8172 1.1443 1.8981 0.0 0.0 0.0
H 1.6358 -0.4112 2.3068 0.0 0.0 0.0
H -2.8074 2.5352 0.4970 0.0 0.0 0.0
H -1.1380 2.9098 0.0583 0.0 0.0 0.0
H -2.9002 0.8073 -1.2803 0.0 0.0 0.0
H -2.2760 2.2809 -1.9919 0.0 0.0 0.0
H -1.0000 0.0327 -2.2622 0.0 0.0 0.0
H -0.1810 1.4163 -2.0898 0.0 0.0 0.0
O 1.7842 -0.6398 -0.7843 0.0 -0.1 0.0
C 2.3043 0.5306 -0.9422 0.1 0.0 -0.1
O 1.6407 1.4983 -0.5028 0.0 0.0 0.0
H 3.2727 0.6436 -1.4341 0.0 0.0 0.0

---

163
Properties=species:S:1:pos:R:3:forces:R:3 method="wB97M-V/def2-TZVPD" total_charge=-1 homo_ev=-1.857 e_tot_ev=-211723.2712 largest_force_ev_per_a=1.60 lumo_energy_ev=1.37
O 0.8244 5.2075 -4.0210 0.2 0.2 -0.2
P -0.4228 4.8552 -4.7769 0.8 -0.3 1.4
C -1.3369 3.4828 -4.2062 -0.3 0.2 -1.2
O -0.6123 2.3024 -4.6809 -0.1 -0.3 0.4
C -2.7578 3.4519 -4.7220 1.0 0.0 0.1
O -3.6768 3.8418 -3.6706 -0.5 0.3 -0.4
O -4.4566 4.9747 -4.1138 -0.3 0.2 -0.2
H -1.3233 5.9493 -4.7294 -0.3 -0.2 -0.5
H -0.0063 4.6853 -6.1439 -0.4 0.2 -0.2
H -0.3140 1.8711 -3.8726 0.1 0.1 -0.2
H -2.9991 2.4235 -5.0121 0.0 0.0 0.1
H -2.9167 4.0867 -5.6071 -0.5 0.2 0.2
H -4.3833 5.5459 -3.3377 0.2 -0.1 0.0
C -1.8555 3.0060 1.1809 -0.1 0.0 0.1
C -3.1981 2.7557 1.8884 0.1 0.0 -0.1
C -4.2214 2.3731 0.8101 0.1 0.1 0.5
S -3.2797 1.6119 -0.5220 0.3 0.1 0.2
O -3.3568 2.4369 -1.6889 -0.3 -0.5 0.3
O -3.6064 0.1946 -0.5750 0.0 0.0 -0.1
C -1.6670 1.8350 0.2264 0.2 0.1 0.1
H -1.0270 3.0763 1.8855 0.0 0.0 -0.1
H -1.8966 3.9395 0.6163 0.0 0.0 0.0
H -3.0848 1.9322 2.5990 0.0 -0.1 0.0
H -3.5327 3.6287 2.4492 0.0 0.0 0.0
H -4.9581 1.6656 1.1722 -0.1 0.0 -0.2
H -4.7214 3.2499 0.4042 0.0 -0.1 -0.2
H -0.9379 2.0191 -0.5637 -0.1 0.0 -0.1
H -1.4185 0.9195 0.7676 -0.1 0.1 0.0
C -9.4185 -1.4110 0.9834 0.1 0.0 0.0
C -8.3250 -2.3322 1.5444 0.0 0.1 0.0
C -7.0454 -1.4968 1.6833 -0.1 -0.3 0.0
S -7.5863 0.1996 1.9413 -0.1 -0.3 0.0
O -7.1743 0.9852 0.8098 0.0 0.2 0.1
O -7.2823 0.6071 3.2894 0.1 0.2 0.0
C -9.3432 -0.1236 1.7991 -0.2 -0.2 -0.1
H -10.4063 -1.8656 1.0497 0.0 0.0 0.0
H -9.2157 -1.1955 -0.0677 0.0 0.0 0.0
H -8.6313 -2.7048 2.5242 0.0 0.0 0.0
H -8.1579 -3.1966 0.9030 0.0 0.0 0.0
H -6.4377 -1.8021 2.5315 0.1 0.1 0.0
H -6.4461 -1.5096 0.7745 0.0 0.1 0.0
H -9.8263 0.7264 1.3233 0.1 0.1 0.0
H -9.7337 -0.2647 2.8066 0.0 0.0 0.0
C 0.5334 -1.1860 0.0304 0.2 0.0 -0.1
C 0.6971 -2.1990 -1.1092 0.0 0.2 0.1
C 0.8188 -1.4048 -2.4154 0.0 -0.2 0.1
S 1.5276 0.1893 -1.9592 0.1 -0.3 0.1
O 0.5416 1.2044 -2.2192 0.0 0.1 0.0
O 2.8704 0.2893 -2.4774 0.0 0.1 -0.1
C 1.5835 -0.1088 -0.1988 -0.1 -0.1 0.1
H 0.6502 -1.6504 1.0067 0.0 0.1 -0.1
H -0.4645 -0.7447 -0.0138 0.0 0.0 0.0
H 1.6074 -2.7832 -0.9519 0.0 0.0 0.0
H -0.1341 -2.8962 -1.1468 0.1 0.0 0.0
H 1.4751 -1.8883 -3.1330 0.1 0.2 0.0
H -0.1530 -1.2137 -2.8684 0.0 0.1 0.0
H 1.3741 0.8102 0.3423 0.1 0.1 -0.2
H 2.5826 -0.4708 0.0429 0.0 0.0 0.0
C -3.1187 -3.9299 -1.3163 0.1 -0.1 0.1
C -3.6135 -5.0962 -0.4498 0.0 0.1 0.0
C -2.8898 -5.0054 0.8972 -0.2 -0.2 -0.1
S -2.5054 -3.2576 1.1404 -0.3 -0.1 -0.2
O -1.0727 -3.1114 1.1532 -0.2 -0.2 0.3
O -3.3050 -2.7426 2.2265 0.1 0.0 0.1
C -3.1549 -2.6906 -0.4265 0.0 -0.3 -0.2
H -3.7380 -3.7960 -2.2020 0.0 0.0 0.0
H -2.0941 -4.1201 -1.6463 0.0 0.0 0.0
H -4.6908 -5.0008 -0.2937 0.0 0.0 0.0
H -3.4362 -6.0602 -0.9264 0.0 0.0 0.0
H -3.5070 -5.3439 1.7260 0.1 0.1 0.1
H -1.9468 -5.5489 0.8922 0.1 0.1 0.0
H -2.5611 -1.8642 -0.8043 0.0 0.1 0.2
H -4.1728 -2.3524 -0.2427 0.0 0.1 0.0
C 4.3114 3.8344 3.2616 -0.1 0.0 0.1
C 3.8085 3.3670 4.6372 0.1 0.0 -0.1
C 2.4378 2.7121 4.4235 0.3 0.1 0.1
S 2.4530 2.0656 2.7522 0.4 0.0 0.2
O 1.4651 2.7709 1.9715 -0.2 -0.2 -0.1
O 2.4634 0.6194 2.7913 -0.2 0.0 -0.1
C 4.0754 2.6651 2.3120 0.2 0.1 -0.1
H 5.3632 4.1155 3.2872 0.0 0.0 0.0
H 3.7357 4.7020 2.9311 0.0 0.0 0.0
H 4.5077 2.6359 5.0482 0.0 0.0 0.0
H 3.7394 4.1908 5.3466 0.0 0.0 0.0
H 2.2573 1.8883 5.1084 -0.1 0.0 0.0
H 1.6281 3.4317 4.4862 0.0 0.0 -0.1
H 4.0871 2.9472 1.2606 -0.1 -0.1 0.0
H 4.7822 1.8564 2.4942 0.0 0.0 0.1
C 7.3836 -1.5347 0.2834 0.1 0.0 0.1
C 8.1962 -1.9951 1.5045 -0.2 0.2 -0.1
C 8.7893 -0.7388 2.1576 0.0 -0.3 0.0
S 7.6607 0.6056 1.7618 -0.1 -0.3 0.0
O 8.3437 1.5523 0.9172 0.0 0.1 0.1
O 6.9811 1.0346 2.9623 0.1 0.2 0.0
C 6.5373 -0.3578 0.7557 -0.1 -0.2 -0.2
H 6.7581 -2.3335 -0.1131 0.0 0.0 0.0
H 8.0597 -1.2105 -0.5108 0.0 0.0 0.0
H 7.5354 -2.5003 2.2129 0.0 0.0 0.0
H 8.9756 -2.6941 1.2283 0.0 0.0 0.0
H 8.8632 -0.8281 3.2384 0.0 0.1 0.0
H 9.7612 -0.4835 1.7396 0.0 0.1 0.0
H 6.1538 0.2637 -0.0512 0.0 0.1 0.1
H 5.7192 -0.6857 1.3978 0.0 0.0 0.0
C -5.7586 7.8635 -5.4554 0.1 0.0 0.1
C -5.8585 9.0105 -4.4395 0.0 0.0 -0.1
C -4.4496 9.5885 -4.2619 -0.3 0.0 0.2
S -3.5788 9.2793 -5.8087 -0.2 0.0 0.0
O -2.5063 8.3638 -5.5451 0.1 0.1 -0.1
O -3.3510 10.5290 -6.4950 0.1 0.0 0.0
C -4.9173 8.3963 -6.6093 -0.2 -0.1 0.0
H -6.7421 7.5375 -5.7915 0.0 0.0 0.0
H -5.2536 7.0074 -5.0067 0.0 -0.1 -0.1
H -6.5296 9.7822 -4.8251 0.0 0.0 0.0
H -6.2631 8.6719 -3.4862 0.0 0.0 0.0
H -4.4572 10.6591 -4.0729 0.1 0.0 0.0
H -3.8965 9.0770 -3.4764 0.1 0.0 -0.1
H -4.5023 7.6153 -7.2423 0.1 0.0 0.0
H -5.4699 9.1171 -7.2129 0.1 0.0 0.0
C -2.4559 0.5916 6.3550 0.0 0.0 0.1
C -2.7487 1.5675 7.5041 0.0 0.0 -0.1
C -1.3989 2.0502 8.0534 -0.3 -0.1 0.1
S -0.2418 1.9572 6.6756 -0.6 0.0 -0.1
O 0.7616 0.9673 6.9779 0.2 0.1 0.0
O 0.1151 3.2927 6.2708 0.2 0.1 0.2
C -1.3937 1.2655 5.4934 -0.2 -0.2 -0.1
H -3.3494 0.3658 5.7754 0.0 0.0 0.0
H -2.0679 -0.3473 6.7560 0.0 0.0 0.0
H -3.3163 2.4179 7.1217 0.0 0.0 0.0
H -3.3446 1.1022 8.2882 0.0 0.0 0.0
H -1.4356 3.0775 8.4066 0.1 0.0 0.0
H -1.0232 1.3997 8.8411 0.1 0.0 -0.1
H -0.8624 0.5818 4.8339 0.1 0.1 0.0
H -1.8095 2.0934 4.9192 0.0 0.0 0.0
C 1.0742 -5.3080 -6.5740 0.0 -0.1 0.1
C 0.4860 -6.5298 -5.8538 0.0 0.1 0.0
C 0.9603 -6.4751 -4.3956 -0.1 -0.2 -0.2
S 1.2186 -4.7305 -4.0205 -0.2 0.0 -0.4
O 2.6196 -4.5121 -3.7713 0.0 0.0 0.2
O 0.2133 -4.2854 -3.0913 0.0 -0.2 0.1
C 0.8223 -4.1177 -5.6550 0.0 0.0 -0.2
H 0.6198 -5.1560 -7.5517 0.0 0.0 0.0
H 2.1481 -5.4449 -6.7187 0.0 0.0 0.0
H -0.6042 -6.4815 -5.8891 0.0 0.0 0.0
H 0.7878 -7.4632 -6.3274 0.0 0.0 0.0
H 0.2238 -6.8738 -3.7026 0.1 0.1 0.1
H 1.9127 -6.9835 -4.2582 0.0 0.1 0.0
H 1.4456 -3.2532 -5.8726 0.0 0.0 0.1
H -0.2287 -3.8303 -5.6511 0.0 0.0 0.1
C 8.9534 -7.6330 0.8127 0.1 0.0 0.0
C 9.7410 -8.1176 2.0382 -0.1 0.0 0.0
C 10.3691 -6.8828 2.6968 0.0 -0.3 0.1
S 9.2841 -5.4994 2.3030 -0.1 -0.5 0.0
O 10.0150 -4.5924 1.4547 0.1 0.1 0.1
O 8.6107 -5.0460 3.4905 0.1 0.2 0.0
C 8.1426 -6.4309 1.2847 0.0 -0.2 -0.2
H 8.3083 -8.4127 0.4107 0.0 0.0 0.0
H 9.6450 -7.3280 0.0246 0.0 0.0 0.0
H 9.0604 -8.6040 2.7396 0.0 0.0 0.0
H 10.5046 -8.8448 1.7656 0.0 0.0 0.0
H 10.4343 -6.9746 3.7781 0.0 0.1 0.0
H 11.3497 -6.6564 2.2835 0.0 0.1 0.0
H 7.7854 -5.7969 0.4764 0.0 0.1 0.1
H 7.3112 -6.7342 1.9204 0.0 0.0 0.0

---

49
Properties=species:S:1:pos:R:3:forces:R:3 method="wB97M-V/def2-TZVPD" total_charge=+3 homo_ev=-17.068 e_tot_ev=-48130.6783 largest_force_ev_per_a=0.63 lumo_energy_ev=-10.95
Ta -0.6672 0.3398 -0.7808 0.0 0.5 -0.3
C 3.7732 1.6236 -1.2284 0.0 0.0 0.0
C 3.5142 0.3334 -0.5182 0.0 0.2 -0.2
N 4.5684 -0.4148 -0.1730 0.0 -0.1 0.0
C 4.4108 -1.5529 0.4718 0.0 0.1 0.0
C 3.1695 -2.0858 0.8567 0.1 -0.1 0.0
C 3.2181 -3.4185 1.5625 0.0 0.0 0.0
O 2.0893 -3.6365 2.3863 0.0 0.0 0.0
C 2.0404 -1.3325 0.4955 -0.2 -0.1 0.1
C 0.7363 -1.7108 0.9684 -0.1 0.1 0.0
N -0.4151 -1.0840 0.7902 0.1 0.0 -0.1
C -1.4866 -1.4852 1.6703 -0.1 -0.1 0.1
C -1.2159 -1.8405 2.9894 0.0 0.0 0.0
C -2.2386 -2.2524 3.8321 0.0 0.0 -0.1
C -3.5483 -2.2901 3.3799 0.0 0.0 0.0
C -3.8506 -1.8914 2.0817 0.0 0.0 0.1
C -2.8161 -1.4956 1.2607 0.0 0.0 -0.1
I -3.2931 -0.8576 -0.6906 0.0 -0.1 0.1
C 2.2526 -0.1267 -0.2049 0.1 -0.1 0.1
O 1.1329 0.5826 -0.5638 0.1 -0.2 0.1
H 4.1193 2.3710 -0.5117 0.0 0.0 0.0
H 2.8896 2.0056 -1.7346 0.0 0.0 0.0
H 4.5740 1.4793 -1.9511 0.0 0.0 0.0
H 5.3206 -2.0888 0.7205 0.0 0.0 0.0
H 4.1380 -3.4455 2.1511 0.0 0.0 0.0
H 3.3069 -4.1954 0.7924 0.0 0.0 0.0
H 2.2057 -4.4649 2.8671 0.0 0.0 0.0
H 0.7108 -2.5915 1.6033 0.1 0.0 0.0
H -0.2019 -1.7742 3.3645 0.0 0.0 0.0
H -2.0083 -2.5313 4.8510 0.0 0.0 0.0
H -4.3471 -2.6122 4.0340 0.0 0.0 0.0
H -4.8746 -1.9030 1.7341 0.0 0.0 0.0
N -0.5366 -0.3902 -2.5622 0.0 0.0 0.0
C -0.3971 -0.8247 -3.6788 0.0 0.1 0.1
C -0.2422 -1.3023 -4.9013 0.0 0.0 0.0
C -1.4111 -1.5825 -5.6782 0.1 -0.1 0.0
N -2.3622 -1.8263 -6.2732 0.0 0.1 0.0
C 1.0936 -1.5223 -5.3690 -0.1 -0.1 0.0
N 2.1738 -1.7250 -5.7010 0.0 0.1 0.0
N -2.9700 5.7495 1.0152 0.0 0.0 0.0
C -2.6355 5.6301 -0.2533 0.0 0.0 0.0
N -2.8047 6.5933 -1.1278 0.0 0.0 0.0
N -2.0813 4.4783 -0.7127 -0.1 0.0 0.0
C -1.7578 3.3258 -0.6451 0.2 0.0 -0.1
N -1.3661 2.1829 -0.7040 -0.2 -0.1 0.2
H -3.3738 6.6042 1.3744 0.0 0.0 0.0
H -2.8032 5.0062 1.6733 0.0 0.0 0.0
H -3.1982 7.4884 -0.8708 0.0 0.0 0.0
H -2.5345 6.4614 -2.0917 0.0 0.0 0.0

---

88
Properties=species:S:1:pos:R:3:forces:R:3 method="wB97M-V/def2-TZVPD" total_charge=-1 homo_ev=-1.354 e_tot_ev=-87094.2992 largest_force_ev_per_a=3.59 lumo_energy_ev=1.55
Rb 1.4450 0.7436 -0.1066 0.1 0.3 0.8
C 3.6364 -3.0733 3.5594 0.2 -0.3 -0.4
O 4.4364 -2.9271 2.3341 -0.2 -0.1 0.3
C 3.6266 -2.3380 1.4017 -2.2 0.8 1.7
N 2.4575 -1.8939 1.7909 2.4 -1.6 0.1
C 2.3867 -2.2104 3.2896 0.1 0.8 -1.2
C 1.0896 -2.8489 3.7207 -1.0 -0.9 1.8
C 0.9162 -3.1509 5.0996 0.5 -0.1 0.9
C -0.2089 -3.8588 5.6244 2.1 1.2 -0.6
C -1.1941 -4.2253 4.7623 -1.9 -1.3 -0.3
C -1.0695 -3.9830 3.4080 -0.1 0.3 -1.6
C 0.0328 -3.2830 2.9053 0.6 0.1 0.1
C 4.2408 -2.1996 0.0564 1.5 -0.7 0.2
C 5.6563 -2.4902 -0.1193 -2.5 0.5 -0.8
C 6.1090 -2.4485 -1.4268 0.6 -0.2 0.5
C 5.3083 -2.0603 -2.4699 -2.1 1.2 0.6
C 3.9947 -1.6218 -2.1378 0.0 -1.3 0.2
N 3.4353 -1.8220 -0.9282 1.0 0.8 -0.4
C 3.1160 -0.9711 -3.1433 0.3 0.4 -0.3
N 2.0240 -0.3349 -2.9636 1.2 -0.4 -0.3
C 1.7278 0.3558 -4.2377 0.3 0.5 1.0
C 2.8582 -0.0787 -5.2044 1.1 0.1 1.4
O 3.7193 -0.9558 -4.3704 -1.1 1.0 -0.4
C 0.3840 0.0198 -4.7317 -1.9 -0.7 -0.7
C -0.4865 -0.8604 -4.0560 0.3 0.9 -0.2
C -1.6024 -1.3733 -4.6952 -0.3 -0.4 0.3
C -1.8768 -1.0413 -6.0035 -0.3 0.1 -1.4
C -1.0753 -0.0901 -6.6705 -0.8 -0.1 0.1
C -0.0177 0.4942 -5.9942 1.2 -0.1 -0.5
H 4.2607 -2.8019 4.4309 -0.3 0.3 -0.6
H 3.3753 -4.1299 3.6902 0.0 0.1 -0.3
H 2.5008 -1.2337 3.7821 -0.4 0.0 -0.1
H 1.6992 -2.8494 5.8563 -0.8 -0.2 -1.1
H -0.2419 -4.1219 6.6711 -0.1 0.2 0.1
H -2.1017 -4.7643 5.1132 0.8 0.4 -0.1
H -1.8172 -4.3424 2.6406 0.7 0.5 1.2
H 0.1142 -3.0664 1.8572 -0.1 0.0 -0.4
H 6.2900 -2.7616 0.6981 0.0 -0.1 0.3
H 7.1305 -2.6777 -1.6674 0.4 -0.2 0.2
H 5.6783 -1.9854 -3.4693 0.1 0.1 -0.4
H 1.7264 1.4386 -3.9941 0.4 -0.3 -0.3
H 3.4751 0.7284 -5.5760 0.2 0.4 0.2
H 2.5779 -0.6327 -6.0591 -0.8 -0.8 -0.7
H -0.3699 -1.0491 -3.0028 0.5 -0.3 0.1
H -2.2413 -2.0837 -4.1537 0.2 0.4 -0.3
H -2.7137 -1.5229 -6.5559 0.7 0.4 0.5
H -1.2923 0.2015 -7.7135 0.1 -0.2 0.7
H 0.6284 1.2286 -6.5349 -0.6 -0.6 0.5
S 0.6951 0.7703 3.4663 0.9 -1.9 -0.4
C 0.2971 2.2527 4.1629 -1.6 2.2 -0.5
C -0.0096 2.3739 5.5404 1.0 -0.8 -0.8
C -0.5786 3.4831 6.0792 -0.5 1.7 -0.1
C -0.8284 4.6243 5.2718 0.5 -1.5 1.0
C -0.4566 4.5854 3.9519 -0.3 0.2 -0.7
C 0.0178 3.4089 3.2908 0.1 -0.1 3.6
S 0.3353 3.4087 1.6593 0.3 0.3 -2.7
H 0.3280 1.5529 6.1697 -0.4 -0.1 0.0
H -0.7905 3.5368 7.1319 -0.1 -0.1 0.4
H -1.2431 5.4999 5.7350 -0.1 0.4 0.0
H -0.6052 5.5296 3.4063 0.1 -0.7 -0.3
O -2.5238 0.1379 -1.3333 -1.2 -0.3 0.9
C -2.1725 -0.1150 -0.0389 2.9 -0.2 0.1
O -0.9833 -0.1617 0.2840 -3.3 -0.2 -0.8
C -3.3275 -0.3355 0.9142 -1.3 -1.4 -0.3
N -4.5692 -0.5828 0.0928 0.8 0.3 -0.4
C -5.6920 -0.2187 0.9314 -0.2 -0.5 0.0
C -5.2074 0.9707 1.7475 -0.7 0.0 0.3
C -3.6841 0.8832 1.7700 0.6 0.6 -0.3
H -3.2104 -1.2460 1.5528 0.7 0.8 -0.4
H -4.6241 -1.5423 -0.2531 0.1 0.3 0.3
H -3.5390 0.1053 -1.3347 1.2 0.0 0.2
H -6.0198 -1.0687 1.5427 0.3 0.1 0.4
H -6.5607 0.0057 0.3437 -0.4 0.3 -0.6
H -5.6296 0.8334 2.7459 0.1 0.5 0.0
H -5.5953 1.9114 1.3287 0.3 -0.3 0.2
H -3.3069 0.7746 2.7687 0.3 -0.2 0.5
H -3.1609 1.7798 1.4086 -0.3 -0.1 -0.1
I 2.1247 4.2186 -1.6622 -0.7 -0.2 -0.7
C 0.2175 3.9176 -2.6590 1.1 0.1 -0.3
C -0.2069 4.8116 -3.6419 -0.6 0.4 1.3
C -1.5683 4.7696 -3.9971 1.7 -0.4 -0.9
C -2.3063 3.6951 -3.5739 -0.8 -0.7 1.1
C -1.7495 2.8499 -2.5955 -0.2 -0.3 -1.1
N -0.4749 2.9000 -2.2148 -0.5 0.3 0.6
H 0.4559 5.6173 -3.9082 -0.1 0.1 -0.3
H -1.9179 5.4930 -4.7121 -0.3 0.1 -0.1
H -3.3260 3.4613 -3.9166 0.5 0.5 0.3
H -2.3515 2.0619 -2.1618 0.2 0.0 -0.1